8
Properties=species:S:1:pos:R:3 method="wB97M-V/def2-TZVPD" largest_force_ev_per_a=4.33 de_lowest_kcal_mol=127.3 e_tot_ev=-76254.7592 total_charge=0 e_homo_ev="-9.7 / -9.7" gap_ev="9.01 / 9.02"
C 0.34 -0.31 0.44
C -0.57 0.68 -0.33
O 1.36 -0.64 -0.23
O 2.32 -1.45 0.17
Br -2.45 0.21 0.12
H 0.11 -0.66 1.39
H -0.64 0.48 -1.37
H -0.46 1.68 -0.20

69
Properties=species:S:1:pos:R:3 method="wB97M-V/def2-TZVPD" largest_force_ev_per_a=2.36 e_tot_ev=-28997.8090 total_charge=0 smiles="CCCCCOC(=O)NC.CCN(CC)CC.CCN(CC)CC" e_homo_ev=-8.0 gap_ev=8.88
C 5.65 -1.56 -0.20
C 4.25 -2.14 -0.28
C 3.44 -1.48 -1.42
C 1.99 -1.18 -1.05
C 1.68 0.26 -0.61
O 2.80 0.99 -0.12
C 3.36 1.82 -1.02
O 2.85 2.18 -2.02
N 4.59 2.30 -0.60
C 5.66 2.16 -1.59
H 6.28 -2.12 0.49
H 6.11 -1.63 -1.17
H 5.59 -0.54 0.16
H 4.36 -3.18 -0.52
H 3.72 -2.04 0.66
H 3.42 -2.20 -2.22
H 3.99 -0.63 -1.82
H 1.36 -1.43 -1.89
H 1.73 -1.87 -0.26
H 1.16 0.77 -1.41
H 0.98 0.19 0.20
H 4.83 1.89 0.29
H 6.23 1.24 -1.50
H 5.29 2.25 -2.60
H 6.36 2.97 -1.45
C -3.95 3.76 0.31
C -2.80 3.63 1.30
N -2.01 2.43 1.10
C -1.11 2.15 2.20
C 0.02 3.14 2.49
C -1.46 2.25 -0.23
C -0.54 3.34 -0.79
H -4.57 2.87 0.31
H -4.57 4.61 0.57
H -3.59 3.93 -0.71
H -3.23 3.59 2.30
H -2.20 4.55 1.26
H -0.67 1.16 2.05
H -1.72 2.06 3.11
H 0.82 3.08 1.75
H 0.47 2.92 3.46
H -0.33 4.17 2.53
H -2.29 2.11 -0.92
H -0.92 1.29 -0.25
H -0.93 4.34 -0.64
H -0.42 3.19 -1.87
H 0.46 3.29 -0.36
C -3.18 -5.40 0.42
C -3.32 -3.96 0.91
N -2.19 -3.13 0.59
C -2.18 -1.86 1.29
C -3.30 -0.86 1.00
C -1.83 -3.07 -0.82
C -2.89 -2.60 -1.82
H -2.25 -5.84 0.78
H -4.01 -6.00 0.80
H -3.19 -5.46 -0.67
H -3.42 -3.99 2.00
H -4.27 -3.55 0.53
H -1.22 -1.37 1.11
H -2.19 -2.08 2.36
H -3.18 -0.38 0.03
H -3.29 -0.06 1.75
H -4.29 -1.32 1.04
H -1.50 -4.07 -1.13
H -0.94 -2.45 -0.92
H -3.86 -3.06 -1.64
H -2.58 -2.86 -2.83
H -3.02 -1.52 -1.80

9
Properties=species:S:1:pos:R:3 method="wB97M-V/def2-TZVPD" largest_force_ev_per_a=4.10 de_lowest_kcal_mol=52.9 e_tot_ev=-28338.1276 total_charge=0 e_homo_ev="-10.1 / -10.1" gap_ev="8.92 / 8.92"
C -1.58 -0.64 0.67
N 2.02 1.29 -0.16
O -0.55 0.76 -1.24
O 1.45 -1.16 -0.61
S -1.30 0.85 0.05
S 1.68 0.20 -1.19
H -2.29 -0.74 1.35
H -1.30 -1.57 0.31
H 1.87 1.01 0.82